Molecular formula: C5H12N2O
Method: DFT, the ωB97M-V functional and the def2-TZVPD basis

The geometry in XYZ format:
```
20
C5H12N2O (the ωB97M-V functional and the def2-TZVPD basis)
C 0.990 1.536 -0.279
C 0.649 0.170 0.081
N 1.525 -0.506 1.010
C 0.201 -0.657 -1.030
O 0.605 -1.990 -1.096
C -0.780 -0.337 0.054
C -1.921 0.657 -0.322
N -1.276 -1.218 1.025
H 0.783 2.166 0.600
H 2.123 1.685 -0.320
H 0.550 1.902 -1.225
H 2.494 -0.508 0.655
H 1.615 0.036 1.852
H 0.081 -0.225 -2.046
H 1.282 -2.228 -0.425
H -1.638 1.497 -0.893
H -2.184 1.173 0.636
H -2.850 0.203 -0.571
H -1.604 -2.043 0.532
H -0.646 -1.312 1.761
```

Energy in eV: -10405.635
Energy above the lowest of the compared OMol25 structures with the same formula, charge and spin in eV: 2.7887
Total charge: 0
LUMO energy in eV: 0.80
E_HOMO in eV: -8.5
Multiplicity: 1
SMILES: C[C@]1(N)[C@@H](O)[C@@]1(C)N